Model one:
Computed, not measured: 2 unconnected molecules or ions with the total composition C3H13N3, with ωB97M-V/def2-TZVPD.

Last column: Löwdin charge in e.
CARTESIAN COORDINATES (ANGSTROEM)
C -3.05 -0.29 1.08  -0.136
C -3.73 1.04 0.99  -0.293
N -3.36 2.08 -0.20  -0.041
H -2.17 -0.37 0.40  0.076
H -2.66 -0.44 2.11  0.072
H -3.75 -1.09 0.97  0.051
H -4.83 0.96 1.01  0.093
H -3.59 1.67 1.92  0.097
H -2.38 1.91 -0.59  0.059
H -3.90 1.70 -0.98  0.023
N 3.38 -1.08 0.63  -0.045
C 3.35 -0.27 -0.73  -0.278
N 3.35 -1.31 -1.90  -0.075
H 4.36 -1.11 1.11  0.092
H 2.88 -0.52 1.28  0.005
H 2.36 0.29 -0.82  0.110
H 4.20 0.35 -0.93  0.069
H 3.97 -2.02 -1.49  0.023
H 2.43 -1.94 -1.73  0.100

Summary:
E_HOMO (eV): -9.7
Frontier orbital gap (Eh): 0.38397
Structure (SMILES): CCN.NCN
E_LUMO (eV): 0.70
Total charge: 0



Model two:
Computed, not measured: 3 unconnected molecules or ions with the total composition C3H13N3, with ωB97M-V/def2-TZVPD.

Last column: Löwdin charge in e.
CARTESIAN COORDINATES (ANGSTROEM)
C 2.11 -0.49 -0.40  -0.366
N 1.57 0.23 0.77  -0.029
N 2.62 -1.83 -0.19  -0.007
H 1.89 -2.44 0.15  0.060
H 3.39 -1.84 0.47  0.059
H 0.87 -0.36 1.22  0.024
H 2.30 0.41 1.45  0.069
H 2.91 0.12 -0.82  0.106
H 1.31 -0.55 -1.14  0.097
C -1.54 0.47 -0.26  -0.385
C -3.01 0.54 -0.51  -0.119
N -0.88 1.60 -0.01  0.041
H 0.12 1.50 0.19  0.058
H -1.36 2.36 0.47  0.101
H -0.96 -0.52 -0.42  0.005
H -1.16 -0.88 0.81  0.064
H -3.18 0.89 -1.54  0.078
H -3.53 1.24 0.16  0.073
H -3.46 -0.44 -0.41  0.069

Summary:
E_HOMO (eV): -7.0
Frontier orbital gap (Eh): 0.29568
E_LUMO (eV): 1.01
Total charge: 0



Energies relative to the minimum, kcal/mol: model one 0.0; model two 32.2



Model one:
Computed, not measured: 2 unconnected molecules or ions with the total composition C3H13N3, with ωB97M-V/def2-TZVPD.

Last column: Löwdin charge in e.
CARTESIAN COORDINATES (ANGSTROEM)
C 0.37 -4.17 -0.87  -0.104
C 0.75 -3.40 -2.14  -0.338
N 1.92 -4.00 -2.79  -0.036
H -0.61 -3.86 -0.52  0.066
H 0.50 -5.23 -1.03  0.061
H 1.00 -3.77 -0.08  0.066
H -0.05 -3.41 -2.88  0.096
H 1.04 -2.39 -1.88  0.090
H 2.23 -4.90 -2.47  0.049
H 1.85 -3.98 -3.80  0.051
N -1.67 3.02 2.40  -0.012
C -0.50 3.64 1.75  -0.374
N -0.78 5.05 1.62  -0.026
H -1.80 2.06 2.12  0.054
H -2.43 3.65 2.20  0.047
H 0.38 3.45 2.38  0.094
H -0.32 3.25 0.74  0.099
H 0.03 5.62 1.42  0.058
H -1.34 5.53 2.30  0.059

Summary:
E_HOMO (eV): -8.9
Frontier orbital gap (Eh): 0.36633
Structure (SMILES): CCN.NCN
E_LUMO (eV): 1.08
Total charge: 0



Model two:
Computed, not measured: 2 unconnected molecules or ions with the total composition C3H13N3, with ωB97M-V/def2-TZVPD.

Last column: Löwdin charge in e.
CARTESIAN COORDINATES (ANGSTROEM)
C 0.59 -0.61 -2.23  -0.145
N 0.44 -1.71 -1.22  -0.178
C 1.78 -2.41 -1.15  -0.157
H 1.25 -1.12 -3.07  0.105
H 1.23 0.21 -1.81  0.073
H -0.39 -0.40 -2.55  0.041
H 0.12 -1.47 -0.30  0.047
H 1.80 -3.18 -1.91  0.063
H 2.69 -1.82 -1.14  0.062
H 1.79 -2.95 -0.20  0.063
N -1.39 2.70 1.85  -0.036
C -0.76 1.66 1.05  -0.374
N -0.67 0.25 1.70  -0.002
H -1.40 3.58 1.34  0.067
H -2.27 2.38 2.18  0.050
H 0.31 1.94 0.83  0.108
H -1.32 1.73 0.08  0.104
H -1.64 0.01 1.58  0.032
H -0.50 0.58 2.68  0.080

Summary:
E_HOMO (eV): -8.5
Frontier orbital gap (Eh): 0.34645
Structure (SMILES): CNC.NCN
E_LUMO (eV): 0.96
Total charge: 0



Energies relative to the minimum, kcal/mol: model one 0.0; model two 19.8



Model one:
Computed, not measured: 3 unconnected molecules or ions with the total composition C6H18N2O2, with ωB97M-V/def2-TZVPD.

Last column: Löwdin charge in e.
CARTESIAN COORDINATES (ANGSTROEM)
C -0.27 1.87 -1.70  -0.094
N -0.06 0.92 -0.56  -0.164
C 0.01 -0.44 -1.25  -0.188
C -1.42 -1.09 -1.26  -0.192
C -2.05 -0.60 -0.02  -0.160
C -1.21 0.76 0.37  -0.256
C -0.69 0.69 1.84  -0.192
N 0.04 -0.63 2.11  0.033
H 0.55 1.70 -2.37  0.064
H -0.17 2.92 -1.47  0.064
H -1.26 1.80 -2.29  0.113
H 0.79 -1.01 -0.65  0.102
H 0.46 -0.27 -2.19  0.082
H -1.10 -2.25 -1.03  0.152
H -2.04 -0.98 -2.26  0.138
H -3.08 -0.35 -0.23  0.088
H -2.08 -1.39 0.80  0.123
H -1.84 1.68 0.43  0.131
H -1.43 0.75 2.58  0.070
H -0.07 1.48 2.37  0.127
H -0.43 -1.34 1.74  -0.029
H 0.90 -0.51 1.58  0.020
O 2.68 -1.99 1.59  -0.084
H 3.20 -1.45 0.86  0.089
H 1.89 -2.36 1.32  -0.039
O 2.99 0.37 -0.27  0.029
H 2.20 0.66 0.20  0.034
H 3.48 1.06 -0.25  -0.058

Summary:
E_HOMO (eV): -9.0
Frontier orbital gap (Eh): 0.35721
Structure (SMILES): CN1CCC[C@H]1CN.O.O
E_LUMO (eV): 0.73
Total charge: 0



Model two:
Computed, not measured: 3 unconnected molecules or ions with the total composition C6H18N2O2, with ωB97M-V/def2-TZVPD.

Last column: Löwdin charge in e.
CARTESIAN COORDINATES (ANGSTROEM)
H 3.01 0.15 2.17  0.001
N 2.13 0.46 2.53  0.089
C 1.23 0.34 1.65  -0.354
N 0.02 1.03 1.76  -0.011
C -1.19 0.35 1.14  -0.213
C -1.11 -1.13 0.83  -0.233
C -2.30 -1.59 -0.05  -0.187
C -2.17 -1.67 -1.64  -0.235
C -1.55 -0.64 -2.51  -0.131
H 1.27 0.00 0.59  0.108
H -0.09 1.44 2.67  0.114
H -1.36 0.93 0.15  0.109
H -2.26 0.51 1.62  0.146
H -1.09 -1.70 1.79  0.120
H -0.08 -1.39 0.47  0.104
H -2.63 -2.58 0.29  0.105
H -3.12 -0.90 0.14  0.089
H -1.72 -2.61 -1.71  0.069
H -3.27 -1.73 -2.05  0.136
H -0.48 -0.75 -2.72  0.075
H -1.43 0.36 -2.13  0.044
H -1.97 -0.59 -3.49  0.062
O 0.75 2.82 -2.09  -0.064
H -0.20 2.87 -2.18  0.017
H 0.76 2.28 -1.27  0.036
O 3.47 -0.39 -0.46  -0.063
H 4.07 0.03 -1.04  0.019
H 3.82 -0.18 0.46  0.050

Summary:
E_HOMO (eV): -9.2
Frontier orbital gap (Eh): 0.36182
Structure (SMILES): [H]/N=C/NCCCCC.O.O
E_LUMO (eV): 0.63
Total charge: 0



Energies relative to the minimum, kcal/mol: model one 25.3; model two 0.0



Model one:
Computed, not measured: C23H29N3O3 in the gas phase, with ωB97M-V/def2-TZVPD.

Last column: Löwdin charge in e.
CARTESIAN COORDINATES (ANGSTROEM)
C 3.18 -1.07 6.32  -0.069
C 1.75 -1.44 5.90  -0.224
N 1.72 -2.39 4.81  -0.117
C 1.69 -3.78 5.20  -0.224
C 0.26 -4.32 5.34  -0.069
C 1.73 -2.01 3.50  -0.206
C 1.96 -0.67 3.13  -0.015
C 1.97 -0.28 1.81  -0.011
C 1.77 -1.21 0.79  -0.144
C 1.79 -0.85 -0.63  -0.441
O 1.60 -1.61 -1.54  0.131
O 2.01 0.48 -0.82  -0.034
C 2.10 0.91 -2.17  -0.056
C 1.02 0.39 -3.12  -0.460
O 1.32 0.03 -4.24  0.073
N -0.27 0.43 -2.71  -0.033
C -0.79 0.99 -1.48  -0.118
C -1.78 2.12 -1.80  -0.129
N -2.63 1.78 -2.93  -0.096
C -2.88 2.73 -3.90  -0.227
C -3.05 2.40 -5.25  -0.030
C -3.34 3.38 -6.18  -0.093
C -3.46 4.71 -5.80  -0.112
C -3.30 5.04 -4.47  -0.096
C -3.01 4.07 -3.53  -0.038
C -2.65 0.36 -3.21  -0.143
C -1.27 -0.15 -3.60  -0.098
C 1.54 -2.54 1.15  -0.005
C 1.52 -2.93 2.46  -0.012
H 3.73 -0.64 5.48  0.068
H 3.16 -0.36 7.14  0.074
H 3.72 -1.96 6.65  0.071
H 1.21 -0.54 5.61  0.113
H 1.23 -1.88 6.75  0.117
H 2.25 -4.38 4.48  0.114
H 2.20 -3.88 6.16  0.117
H -0.28 -3.76 6.09  0.070
H -0.27 -4.24 4.40  0.068
H 0.28 -5.37 5.64  0.074
H 2.14 0.08 3.88  0.096
H 2.16 0.75 1.56  0.118
H 2.08 2.00 -2.13  0.141
H 3.05 0.58 -2.60  0.143
H 0.02 1.40 -0.87  0.121
H -1.27 0.19 -0.90  0.132
H -2.39 2.31 -0.90  0.126
H -1.22 3.02 -2.04  0.120
H -2.94 1.39 -5.60  0.097
H -3.46 3.11 -7.22  0.102
H -3.69 5.47 -6.53  0.095
H -3.40 6.07 -4.15  0.101
H -2.92 4.35 -2.49  0.102
H -3.01 -0.15 -2.31  0.123
H -3.37 0.16 -4.00  0.119
H -1.00 0.15 -4.62  0.121
H -1.22 -1.24 -3.54  0.136
H 1.38 -3.26 0.36  0.122
H 1.33 -3.97 2.68  0.097

Summary:
E_HOMO (eV): -7.6
Frontier orbital gap (Eh): 0.30140
Structure (SMILES): CCN(CC)c1ccc(C(=O)OCC(=O)N2CCN(c3ccccc3)CC2)cc1
E_LUMO (eV): 0.59
Total charge: 0



Model two:
Computed, not measured: C23H29N3O3 in the gas phase, with ωB97M-V/def2-TZVPD.

Last column: Löwdin charge in e.
CARTESIAN COORDINATES (ANGSTROEM)
C -9.62 1.08 -1.39  -0.065
C -9.25 1.61 -0.01  -0.254
O -8.54 0.67 0.76  -0.057
C -7.23 0.41 0.49  -0.274
C -6.43 1.11 -0.42  -0.028
C -5.10 0.77 -0.58  -0.024
C -4.53 -0.27 0.15  -0.225
N -3.18 -0.55 -0.06  0.128
C -2.41 -1.55 0.47  -0.422
O -2.84 -2.41 1.23  0.069
C -1.00 -1.53 0.03  -0.148
C -0.31 -0.37 -0.33  -0.025
C 1.02 -0.41 -0.70  -0.001
C 1.70 -1.63 -0.75  -0.251
N 3.04 -1.72 -1.06  -0.006
C 3.76 -0.66 -1.74  -0.088
C 3.95 0.62 -0.92  -0.480
O 3.60 1.69 -1.40  0.040
N 4.52 0.53 0.30  -0.062
C 5.08 -0.67 0.86  -0.144
C 6.59 -0.82 0.55  -0.158
C 7.18 0.42 -0.14  -0.198
C 7.28 1.64 0.78  -0.188
C 6.10 1.81 1.73  -0.181
C 4.74 1.76 1.04  -0.133
C 1.01 -2.79 -0.38  -0.016
C -0.30 -2.74 0.01  -0.015
C -5.32 -0.96 1.07  -0.001
C -6.65 -0.62 1.23  0.007
H -8.73 0.84 -1.97  0.066
H -10.21 0.17 -1.29  0.079
H -10.21 1.82 -1.92  0.076
H -8.69 2.55 -0.09  0.114
H -10.16 1.80 0.57  0.122
H -6.83 1.92 -1.00  0.104
H -4.50 1.32 -1.29  0.111
H -2.73 0.05 -0.74  0.126
H -0.79 0.60 -0.28  0.113
H 1.52 0.50 -0.97  0.099
H 3.33 -2.65 -1.31  0.135
H 4.75 -1.04 -2.00  0.130
H 3.26 -0.35 -2.67  0.135
H 4.53 -1.53 0.48  0.101
H 4.92 -0.63 1.94  0.124
H 7.14 -1.01 1.47  0.111
H 6.74 -1.68 -0.11  0.102
H 6.58 0.67 -1.01  0.105
H 8.18 0.17 -0.50  0.110
H 7.38 2.53 0.15  0.112
H 8.19 1.57 1.38  0.109
H 6.15 1.06 2.51  0.101
H 6.18 2.79 2.22  0.115
H 3.95 1.87 1.79  0.132
H 4.64 2.58 0.33  0.123
H 1.53 -3.74 -0.40  0.110
H -0.83 -3.63 0.31  0.119
H -4.89 -1.77 1.64  0.101
H -7.27 -1.15 1.93  0.119

Summary:
E_HOMO (eV): -7.7
Frontier orbital gap (Eh): 0.30153
Structure (SMILES): CCOc1ccc(NC(=O)c2ccc(NCC(=O)N3CCCCCC3)cc2)cc1
E_LUMO (eV): 0.55
Total charge: 0



Energies relative to the minimum, kcal/mol: model one 9.5; model two 0.0